This record from OMol25 describes a 10-piece molecular cluster, C35H48ClO28PSSi overall in a non-equilibrium geometry. The level of theory is ωB97M-V with the def2-TZVPD basis set.

CARTESIAN COORDINATES (ANGSTROEM)
C (5.8619, -0.0407, -0.5915)
C (4.9522, 1.3545, -0.5362)
C (5.3569, 2.6123, 0.4867)
C (4.3564, 3.9354, 0.4931)
C (3.0305, 3.9547, -0.5133)
C (2.0539, 5.2888, -0.4119)
Si (0.1904, 4.8173, -0.2971)
S (-0.5402, 4.6174, -2.3322)
P (-0.2427, 2.9997, 0.8572)
O (1.1883, 2.2406, 1.4961)
Cl (-1.0395, 1.5793, -0.5477)
C (2.6656, 2.7143, -1.5284)
C (3.6468, 1.3864, -1.5536)
H (5.1922, -1.0196, -0.5885)
H (6.5530, -0.0596, 0.3540)
H (6.4907, 0.0451, -1.5972)
H (6.3056, 2.5208, 1.1903)
H (4.5845, 4.8514, 1.2223)
H (2.3517, 5.9825, 0.5124)
H (2.2563, 5.9703, -1.3710)
H (-0.5477, 5.9649, 0.2878)
H (-0.4974, 3.2847, -2.7756)
H (1.5319, 1.5077, 0.8723)
H (1.7150, 2.6940, -2.2433)
H (3.3725, 0.4826, -2.2744)
O (-0.4830, 6.8347, 2.4951)
C (-0.8249, 7.9106, 2.0332)
O (-1.1442, 8.1216, 0.7228)
C (-1.6981, 9.4213, 0.6388)
C (-1.1311, 10.1142, 1.8352)
O (-0.9371, 9.0608, 2.7598)
H (-1.4100, 9.9055, -0.2983)
H (-2.7896, 9.3436, 0.6786)
H (-0.1644, 10.5846, 1.6269)
H (-1.8123, 10.8667, 2.2418)
O (8.6602, 2.6597, 4.3124)
C (7.4630, 2.5272, 4.5041)
O (6.4914, 2.9694, 3.6532)
C (5.2662, 2.4301, 4.1123)
C (5.5279, 2.1664, 5.5598)
O (6.9203, 1.9179, 5.5987)
H (4.4487, 3.1400, 3.9596)
H (5.0514, 1.5138, 3.5525)
H (5.3057, 3.0343, 6.1897)
H (4.9693, 1.3038, 5.9332)
O (-3.0523, -2.4881, -5.9407)
C (-2.8882, -1.9066, -4.8812)
O (-2.1959, -2.4156, -3.8205)
C (-2.0415, -1.3631, -2.8870)
C (-3.1698, -0.4413, -3.2190)
O (-3.3740, -0.6618, -4.6017)
H (-2.1006, -1.7416, -1.8628)
H (-1.0623, -0.8971, -3.0385)
H (-4.0892, -0.6950, -2.6808)
H (-2.9222, 0.6060, -3.0256)
O (7.2431, -2.7811, -1.4844)
C (8.4033, -2.5186, -1.2146)
O (9.4631, -2.7705, -2.0372)
C (10.5867, -2.1231, -1.4702)
C (10.2236, -2.0078, -0.0253)
O (8.8107, -1.9353, -0.0495)
H (11.4937, -2.7136, -1.6258)
H (10.7110, -1.1464, -1.9495)
H (10.5228, -2.8886, 0.5526)
H (10.6499, -1.1153, 0.4409)
O (12.1986, -2.6330, 5.8674)
C (11.3906, -1.7495, 6.1004)
O (10.0363, -1.9019, 6.0220)
C (9.4586, -0.7363, 6.5793)
C (10.5355, 0.2882, 6.4254)
O (11.7235, -0.4790, 6.4725)
H (8.5445, -0.4631, 6.0449)
H (9.2130, -0.9305, 7.6286)
H (10.4862, 0.8050, 5.4611)
H (10.5211, 1.0308, 7.2278)
O (-9.2569, -5.0580, -7.5752)
C (-8.0967, -4.7955, -7.3053)
O (-7.0369, -5.0475, -8.1280)
C (-5.9133, -4.4000, -7.5610)
C (-6.2764, -4.2847, -6.1160)
O (-7.6893, -4.2122, -6.1403)
H (-5.0063, -4.9905, -7.7166)
H (-5.7890, -3.4234, -8.0403)
H (-5.9772, -5.1655, -5.5382)
H (-5.8501, -3.3922, -5.6498)
O (-4.8082, -3.4411, -1.9749)
C (-5.5532, -4.3940, -1.8175)
O (-6.2385, -4.6560, -0.6663)
C (-7.1494, -5.6990, -0.9584)
C (-6.5276, -6.3786, -2.1350)
O (-5.8094, -5.3378, -2.7699)
H (-7.2599, -6.3686, -0.1011)
H (-8.1244, -5.2605, -1.1957)
H (-5.8245, -7.1649, -1.8402)
H (-7.2734, -6.8043, -2.8118)
O (-9.4152, -6.0265, 0.7478)
C (-9.8403, -4.8840, 0.7092)
O (-9.0749, -3.7690, 0.8946)
C (-9.8791, -2.6563, 0.5508)
C (-11.2708, -3.1687, 0.7343)
O (-11.1443, -4.5541, 0.4757)
H (-9.6601, -1.8043, 1.2001)
H (-9.6700, -2.3763, -0.4870)
H (-11.6351, -3.0318, 1.7580)
H (-11.9789, -2.7076, 0.0403)
O (-7.7165, 0.9933, 0.5934)
C (-6.8863, 0.1159, 0.7627)
O (-6.5367, -0.8081, -0.1793)
C (-5.4008, -1.4913, 0.3165)
C (-5.5061, -1.3045, 1.7954)
O (-6.1863, -0.0700, 1.9199)
H (-5.4254, -2.5455, 0.0272)
H (-4.5001, -1.0285, -0.1004)
H (-6.1037, -2.0874, 2.2742)
H (-4.5269, -1.2585, 2.2798)

SMILES string	Cc1ccc(C[Si@@H](S)P(O)Cl)cc1.O=C1OCCO1.O=C1OCCO1.O=C1OCCO1.O=C1OCCO1.O=C1OCCO1.O=C1OCCO1.O=C1OCCO1.O=C1OCCO1.O=C1OCCO1
HOMO-LUMO gap	7.970	eV
LUMO	-0.2649	eV
calculated total energy	-134919.95694	eV

This record from OMol25 describes an isolated ion of composition C31H24F2O3P and charge +1 in a non-equilibrium geometry. The level of theory is ωB97M-V with the def2-TZVPD basis set.

CARTESIAN COORDINATES (ANGSTROEM)
F (-0.5846, -4.6359, -1.0975)
C (0.3932, -3.6848, -1.2916)
C (1.6782, -4.1134, -1.6104)
C (2.6245, -3.1093, -1.8513)
C (2.2569, -1.7620, -1.9175)
C (0.9531, -1.3420, -1.5910)
C (0.5402, 0.1118, -1.6630)
C (-0.4138, 0.5380, -2.7399)
C (-0.0031, 1.4425, -3.7408)
C (-0.8523, 1.7921, -4.7920)
C (-2.1752, 1.3200, -4.8307)
C (-2.5885, 0.5147, -3.7693)
F (-3.9131, 0.1210, -3.7219)
C (-1.7291, 0.0711, -2.7627)
C (0.0311, -2.3354, -1.2350)
H (1.9223, -5.1789, -1.6276)
H (3.6678, -3.4037, -2.0349)
H (2.9969, -1.0189, -2.2281)
H (1.4379, 0.7074, -1.8091)
H (0.9874, 1.8962, -3.6530)
H (-0.4838, 2.4435, -5.6018)
H (-2.8817, 1.6040, -5.6185)
H (-2.0812, -0.5757, -1.9774)
H (-0.9873, -2.0703, -0.9505)
C (4.9601, 0.2437, 2.9374)
C (5.0997, -0.2949, 1.6501)
C (4.1591, -0.0057, 0.6532)
C (3.0682, 0.7733, 1.0051)
O (2.1046, 0.8840, -0.0066)
P (0.4594, 1.0222, 0.3788)
O (-0.6437, 1.8491, -0.6193)
C (-1.8467, 2.2700, -0.0579)
C (-3.0094, 2.2810, -0.8227)
C (-4.2020, 2.7276, -0.2496)
C (-4.2295, 3.1646, 1.0806)
C (-3.0514, 3.1483, 1.8339)
C (-1.8525, 2.7045, 1.2690)
O (-0.3431, -0.4010, 0.5367)
C (-0.6706, -1.0656, 1.7252)
C (-1.7355, -1.9517, 1.7007)
C (-2.2082, -2.4544, 2.9270)
C (-1.5570, -2.1290, 4.1290)
C (-0.4397, -1.2817, 4.1079)
C (0.0255, -0.7633, 2.8915)
C (2.9035, 1.3602, 2.2539)
C (3.8772, 1.0796, 3.2270)
H (5.7175, -0.0090, 3.6926)
H (5.9506, -0.9277, 1.3757)
H (4.2321, -0.3736, -0.3755)
H (-2.9850, 1.9225, -1.8511)
H (-5.1161, 2.7450, -0.8496)
H (-5.1528, 3.5360, 1.5259)
H (-3.0382, 3.4831, 2.8745)
H (-0.9332, 2.7000, 1.8507)
H (-2.1822, -2.2268, 0.7402)
H (-3.0860, -3.1006, 2.9228)
H (-1.9044, -2.5519, 5.0724)
H (0.0880, -1.0281, 5.0348)
H (0.9273, -0.1514, 2.8491)
H (2.0442, 1.9892, 2.4762)
H (3.7741, 1.5000, 4.2253)

HOMO-LUMO gap	4.911	eV
total charge	+1
LUMO	-6.7147	eV
calculated total energy	-53391.82216	eV

This record from OMol25 describes C4H11N3 in the gas phase in a non-equilibrium geometry. The level of theory is ωB97M-V with the def2-TZVPD basis set.

CARTESIAN COORDINATES (ANGSTROEM)
H (-2.2729, -2.4653, 0.3841)
N (-1.4445, -2.6818, -0.1631)
C (-0.9298, -1.5861, -0.6411)
N (-0.5787, -1.4796, -1.9512)
N (-0.5783, -0.5309, 0.1651)
C (-0.2595, 0.8015, -0.4074)
C (0.3317, 1.6541, 0.7216)
C (1.6567, 1.1107, 1.2445)
H (0.3751, -1.1592, -2.0885)
H (-0.7330, -2.2530, -2.5759)
H (-1.0316, -0.4432, 1.0580)
H (0.4659, 0.6532, -1.1613)
H (-1.1879, 1.2829, -0.7182)
H (-0.4011, 1.6643, 1.5227)
H (0.5886, 2.6288, 0.3063)
H (2.0592, 1.7015, 2.0692)
H (1.5266, 0.1496, 1.7567)
H (2.4138, 0.9524, 0.4785)

SMILES string	[H]/N=C(/N)NCCC
HOMO-LUMO gap	9.127	eV
LUMO	0.8645	eV
calculated total energy	-8796.18354	eV
energy relative to the best compared isomer or geometry (same formula, charge and spin)	1.4355	eV

Question: calculated total energy of number 3 (C4H11N3)?
Answer: -8796.18354 eV